one.
{"formula": "C5H8N2OS", "method": "ωB97M-V/def2-TZVPD", "gap_ev": [5.89, 5.81], "molar_mass_g_mol": 144.2, "charge": 0, "symbols": ["S", "O", "N", "N", "C", "C", "C", "C", "C", "H", "H", "H", "H", "H", "H", "H", "H"], "positions_angstrom": [[2.42, 0.18, 0.03], [2.64, 1.43, -0.68], [-0.12, -0.15, 0.02], [-0.58, -1.34, -0.31], [-2.28, -0.21, 0.53], [-1.11, 0.63, 0.56], [-0.99, 1.97, 1.03], [-1.84, -1.43, 0.03], [2.65, -1.18, -1.20], [0.05, 2.16, 1.24], [-1.26, 2.73, 0.37], [3.17, -1.99, -0.59], [1.67, -1.48, -1.44], [3.14, -1.11, -2.09], [-3.37, -0.12, 0.79], [-2.61, -2.17, -0.18], [-1.59, 2.08, 1.91]]}

---

two.
{"formula": "C5H8N2OS", "method": "ωB97M-V/def2-TZVPD", "gap_ev": [5.62, 7.62], "molar_mass_g_mol": 144.2, "charge": 0, "symbols": ["S", "O", "N", "N", "C", "C", "C", "C", "C", "H", "H", "H", "H", "H", "H", "H", "H"], "positions_angstrom": [[2.15, 3.35, -0.43], [3.33, 1.12, 0.45], [3.12, -0.12, 1.06], [1.02, 0.97, -0.08], [2.24, 1.73, 0.05], [-2.19, 0.50, -0.64], [-0.92, -1.84, -0.10], [0.04, 0.40, 0.26], [-1.17, -0.30, 0.23], [-0.23, -2.07, -0.89], [-2.98, -0.20, -0.98], [-1.85, 0.84, -1.59], [-2.71, 1.32, -0.22], [-1.59, -0.31, 1.32], [4.04, -0.49, 1.21], [-0.47, -2.52, 0.68], [-1.83, -2.35, -0.33]]}

---

We find one to be the most stable, with the next structure 46.6 kcal/mol higher.

---

one.
{"formula": "C3H9N2", "method": "ωB97M-V/def2-TZVPD", "gap_ev": 6.30, "molar_mass_g_mol": 73.1, "charge": 1, "symbols": ["N", "N", "C", "C", "C", "H", "H", "H", "H", "H", "H", "H", "H", "H"], "positions_angstrom": [[0.77, 1.96, 0.57], [-1.89, -2.01, -0.02], [1.72, -0.17, -0.21], [0.59, 0.80, -0.08], [-0.65, 0.46, -0.48], [-1.29, -1.22, -0.19], [1.18, 2.74, 0.07], [-2.39, -2.34, -0.82], [1.36, -1.12, 0.21], [-2.39, -2.01, 0.85], [-1.56, 0.82, 0.01], [2.59, 0.17, 0.33], [2.03, -0.34, -1.25], [-0.09, 2.27, 1.02]]}

---

two.
{"formula": "C3H9N2", "method": "ωB97M-V/def2-TZVPD", "gap_ev": 10.85, "molar_mass_g_mol": 73.1, "charge": 1, "smiles": "CN1C[C@H]1[NH3+]", "symbols": ["N", "N", "C", "C", "C", "H", "H", "H", "H", "H", "H", "H", "H", "H"], "positions_angstrom": [[-0.01, -0.60, -0.18], [-0.47, 1.65, -0.72], [0.07, 0.75, 0.28], [1.38, 0.05, -0.06], [-0.39, -1.81, 0.54], [0.15, -1.85, 1.42], [0.16, 1.16, 1.33], [1.75, 0.02, -1.04], [-1.43, -1.81, 0.94], [2.06, -0.32, 0.70], [-1.12, 2.40, -0.44], [-0.98, 0.92, -1.30], [-0.10, -2.65, -0.05], [0.28, 1.90, -1.35]]}

---

three.
{"formula": "C3H9N2", "method": "ωB97M-V/def2-TZVPD", "gap_ev": 11.24, "molar_mass_g_mol": 73.1, "charge": 1, "smiles": "C=C[NH2+]CN", "symbols": ["N", "N", "C", "C", "C", "H", "H", "H", "H", "H", "H", "H", "H", "H"], "positions_angstrom": [[-0.02, -0.33, -0.52], [-0.40, 1.98, -1.00], [0.33, -1.84, 1.39], [-0.46, -1.43, 0.41], [0.14, 1.14, 0.00], [1.23, 1.22, 0.05], [-0.05, -2.75, 1.84], [-0.37, 1.20, 0.95], [-1.21, -1.99, -0.12], [0.26, 2.26, -1.72], [1.26, -1.36, 1.66], [0.82, -0.66, -0.99], [-0.89, 2.77, -0.65], [-0.64, -0.21, -1.33]]}

---

We find three to be the most stable, with the next structure 26.6 kcal/mol higher.

---

one.
{"formula": "C3H9N2", "method": "ωB97M-V/def2-TZVPD", "gap_ev": 9.37, "molar_mass_g_mol": 73.1, "charge": 1, "smiles": "C=[NH+]CNC", "symbols": ["N", "N", "C", "C", "C", "H", "H", "H", "H", "H", "H", "H", "H", "H"], "positions_angstrom": [[-0.96, -0.57, -0.54], [1.35, -0.33, 0.17], [1.27, 0.92, -0.11], [-1.44, 0.52, 0.24], [0.15, -1.19, -0.09], [-1.08, 0.20, 1.17], [2.11, 1.67, 0.10], [-0.97, -0.45, -1.59], [-1.16, 1.58, 0.11], [0.55, -1.88, -0.83], [-2.54, 0.34, 0.38], [0.03, -1.65, 0.87], [0.44, 1.49, -0.52], [2.25, -0.64, 0.62]]}

---

two.
{"formula": "C3H9N2", "method": "ωB97M-V/def2-TZVPD", "gap_ev": 10.21, "molar_mass_g_mol": 73.1, "charge": 1, "symbols": ["N", "N", "C", "C", "C", "H", "H", "H", "H", "H", "H", "H", "H", "H"], "positions_angstrom": [[0.89, -0.11, -1.39], [0.83, -1.99, 0.14], [0.10, -1.25, -0.64], [-1.24, 0.78, 1.43], [-1.04, 1.70, 0.49], [-1.04, 2.66, 0.95], [-1.50, 1.34, 2.40], [1.85, 0.14, -1.02], [-1.11, -0.23, 1.08], [1.84, -2.15, 0.12], [-0.85, 1.46, -0.71], [0.37, -2.75, 0.69], [0.08, 0.76, -1.21], [0.82, -0.34, -2.34]]}

---

three.
{"formula": "C3H9N2", "method": "ωB97M-V/def2-TZVPD", "gap_ev": 5.51, "molar_mass_g_mol": 73.1, "charge": 1, "symbols": ["N", "N", "C", "C", "C", "H", "H", "H", "H", "H", "H", "H", "H", "H"], "positions_angstrom": [[3.11, -0.28, -0.27], [-2.87, 0.44, 0.61], [-1.81, 0.40, -0.23], [2.14, 0.33, 0.28], [-1.04, -0.69, -0.39], [3.60, 0.22, -1.04], [-1.53, -1.40, 0.24], [-3.54, 1.17, 0.57], [1.85, 0.12, 1.38], [3.50, -1.27, -0.05], [-3.08, -0.49, 1.05], [-0.16, -0.80, -0.98], [1.53, 0.93, -0.35], [-1.73, 1.31, -0.84]]}

---

We find one to be the most stable, with the next structure 16.2 kcal/mol higher.